A cluster of 17 separate species, C17H68N34O17 in total at a distorted geometry, computed with the ωB97M-V functional and the def2-TZVPD basis.

Properties
strongest force on any atom	4.3	eV Å⁻¹
energy	-104224.1676	eV
energy above the lowest of the compared OMol25 structures with the same formula, charge and spin	78.42	kJ/mol
gap between HOMO and LUMO	9.65	eV

XYZ file:
```
136
Properties=species:S:1:pos:R:3:lowdin_charge:R:1
C -2.36 2.03 -0.63 -0.61
O -2.28 0.94 0.01 -0.05
N -2.05 3.28 -0.24 0.21
N -2.87 1.88 -1.91 0.14
H -2.06 4.00 -0.90 0.05
H -1.57 3.42 0.70 0.11
H -2.72 2.62 -2.61 0.12
H -2.44 1.05 -2.30 0.05
C -1.29 0.01 -4.40 -0.61
O -1.23 -0.25 -3.17 -0.04
N -2.25 -0.61 -5.20 0.17
N -0.52 0.95 -5.04 0.15
H -2.41 -0.40 -6.14 0.08
H -2.90 -1.22 -4.67 0.07
H 0.26 1.21 -4.42 0.07
H -0.09 0.63 -5.91 0.09
C 6.09 -0.48 -1.09 -0.68
O 7.23 0.02 -1.07 -0.01
N 5.61 -1.26 -0.04 0.17
N 5.25 -0.38 -2.15 0.15
H 4.63 -1.51 0.00 0.09
H 6.07 -1.45 0.79 0.05
H 4.33 -0.84 -2.12 0.08
H 5.59 -0.06 -3.07 0.13
C -2.53 -2.23 1.72 -0.64
O -2.68 -3.29 1.13 0.00
N -3.19 -1.09 1.42 0.20
N -1.75 -2.38 2.83 0.16
H -3.56 -0.99 0.51 0.04
H -2.96 -0.16 1.76 0.08
H -1.06 -3.07 2.82 0.10
H -1.46 -1.46 3.18 0.06
C -3.78 -2.02 6.35 -0.65
O -4.68 -1.34 5.88 0.01
N -3.13 -3.05 5.67 0.14
N -3.22 -1.76 7.58 0.16
H -3.17 -3.07 4.62 0.10
H -2.22 -3.39 5.97 0.09
H -2.68 -2.39 8.01 0.04
H -3.93 -1.35 8.16 0.11
C -0.38 -4.74 -4.13 -0.63
O 0.74 -5.07 -4.55 -0.04
N -1.38 -4.30 -4.94 0.18
N -0.71 -4.83 -2.79 0.18
H -1.20 -4.12 -5.92 0.11
H -2.19 -3.83 -4.52 0.07
H -1.42 -4.17 -2.47 0.08
H 0.03 -5.00 -2.16 0.08
C -4.11 -2.93 -2.38 -0.69
O -3.86 -2.64 -3.58 -0.07
N -3.19 -2.61 -1.46 0.16
N -5.18 -3.63 -2.04 0.20
H -3.08 -2.99 -0.47 0.07
H -2.55 -1.87 -1.71 0.09
H -5.53 -3.61 -1.12 0.10
H -5.72 -3.78 -2.89 0.13
C 0.52 3.99 1.79 -0.66
O -0.54 3.78 2.34 -0.03
N 0.64 4.75 0.68 0.19
N 1.64 3.35 2.24 0.19
H 1.58 4.80 0.29 0.08
H -0.12 5.27 0.24 0.12
H 2.51 3.15 1.72 0.10
H 1.48 2.96 3.17 0.11
C 1.44 -0.93 6.07 -0.65
O 2.48 -1.48 6.47 -0.02
N 0.19 -1.36 6.33 0.15
N 1.48 0.19 5.25 0.15
H 0.10 -1.71 7.29 0.12
H -0.49 -0.64 6.17 0.07
H 2.44 0.42 4.92 0.10
H 0.61 0.51 4.83 0.05
C 4.72 -1.72 3.69 -0.60
O 5.68 -1.87 2.96 0.02
N 3.50 -1.02 3.30 0.12
N 4.76 -1.96 5.04 0.17
H 3.44 -0.81 2.32 0.03
H 2.64 -1.59 3.53 0.10
H 3.99 -1.68 5.61 0.03
H 5.56 -2.36 5.43 0.08
C 0.27 4.53 -2.34 -0.67
O -0.85 5.02 -2.34 -0.03
N 1.41 5.31 -2.42 0.13
N 0.34 3.16 -2.20 0.18
H 1.33 6.35 -2.08 0.16
H 2.30 4.93 -2.06 0.05
H -0.51 2.60 -2.35 0.07
H 1.19 2.63 -2.28 0.04
C -2.19 1.29 4.24 -0.60
O -1.24 0.46 4.12 -0.07
N -3.46 0.83 4.28 0.18
N -2.06 2.65 4.29 0.17
H -3.45 -0.13 4.51 0.05
H -4.27 1.39 4.61 0.14
H -2.96 3.09 4.12 0.11
H -1.30 2.93 3.72 0.03
C 2.67 1.54 -4.97 -0.64
O 2.08 0.79 -5.77 -0.03
N 2.86 1.30 -3.63 0.16
N 3.08 2.79 -5.40 0.14
H 2.79 0.28 -3.49 0.04
H 3.42 1.94 -3.04 0.11
H 2.75 3.17 -6.30 0.12
H 2.99 3.44 -4.62 0.08
C 4.50 2.96 -0.49 -0.60
O 3.52 3.68 -0.76 -0.04
N 5.78 3.16 -1.02 0.16
N 4.39 1.88 0.38 0.18
H 6.46 2.41 -1.02 0.08
H 6.16 4.06 -1.28 0.10
H 5.13 1.23 0.25 0.05
H 3.45 1.51 0.34 0.03
C -6.33 -0.29 -0.39 -0.66
O -7.05 -1.21 -0.77 0.02
N -6.65 0.57 0.61 0.16
N -5.20 0.11 -1.05 0.16
H -6.22 1.44 0.75 0.08
H -7.59 0.49 0.95 0.10
H -4.75 0.98 -0.90 0.05
H -4.92 -0.31 -1.92 0.10
C 2.14 -2.29 -3.55 -0.61
O 2.34 -1.22 -2.95 -0.05
N 2.57 -3.51 -3.21 0.19
N 1.42 -2.27 -4.69 0.19
H 2.17 -4.28 -3.75 0.07
H 2.81 -3.74 -2.27 0.11
H 1.43 -1.41 -5.19 0.07
H 1.41 -3.02 -5.37 0.10
C 1.15 0.30 0.39 -0.60
O 2.32 0.28 0.82 -0.05
N 0.86 0.40 -0.95 0.19
N 0.13 0.26 1.27 0.20
H -0.14 0.31 -1.17 0.07
H 1.44 -0.20 -1.51 0.05
H 0.40 0.41 2.24 0.09
H -0.79 0.57 1.01 0.04
```